The following is a quantum chemistry calculation of C2H4O2 in the gas phase in a non-equilibrium geometry, from OMol25.

Summary:
DFT total energy   -6233.20753 eV
Structure (SMILES)   COC=O
ΔE to the lowest compared entry with this formula, charge and spin   1.100 eV
Frontier orbital gap   0.442 hartree
Maximum force   2.75 eV/A

Each atom is followed by the atoms it is bonded to, with distances in Å.
Geometry (Å):
1 C 0.68095 -0.31591 0.65131  O2 1.382, H5 1.054, H6 1.102, H7 1.089
2 O -0.41019 -0.65264 -0.12711  C1 1.382, C3 1.386
3 C -0.95382 0.38954 -0.86239  O2 1.386, O4 1.187, H8 1.154
4 O -0.49401 1.46579 -1.06243  C3 1.187
5 H 0.50174 0.45399 1.34887  C1 1.054
6 H 1.01975 -1.11281 1.33366  C1 1.102
7 H 1.54969 -0.11820 0.02569  C1 1.089
8 H -1.89411 -0.10977 -1.30760  C3 1.154